Record 1
Formula: H22O11
Source: the OMol25 dataset
Level of theory: ωB97M-V/def2-TZVPD

Output
SMILES = O.O.O.O.O.O.O.O.O.O.O
LUMO energy = -0.4 eV
DFT total energy = -840.74287 Ha
energy relative to the best compared isomer or geometry (same formula, charge and spin) = 3.735 eV
net charge = 0
highest occupied orbital energy = -10.3 eV

Last column: Mulliken charge in e.
Positions of all 33 atoms, in Å:
O1 -0.5180 0.3113 1.1477  -0.482
H1 -0.8386 -0.3159 1.8056  0.202
H2 -1.2248 0.9632 1.0812  0.285
O2 -0.1999 2.0657 -1.3498  -0.602
H3 0.4579 2.2003 -0.6584  0.266
H4 -0.1457 1.1233 -1.5447  0.298
O3 -2.9477 3.2676 -0.0902  -0.610
H5 -2.9908 2.3290 -0.3048  0.274
H6 -2.3403 3.6302 -0.7449  0.319
O4 0.2722 0.0200 4.0066  -0.587
H7 1.0959 -0.4321 3.7916  0.240
H8 -0.4102 -0.6343 3.8190  0.320
O5 2.4727 0.1894 0.1616  -0.670
H9 2.5835 1.1353 0.3096  0.342
H10 3.3186 -0.0912 -0.2055  0.292
O6 1.6493 -2.3867 1.5599  -0.655
H11 2.0114 -2.3987 2.4530  0.375
H12 0.8976 -1.7863 1.6197  0.357
O7 3.0599 -0.2041 2.1755  -0.550
H13 2.3398 -0.8215 2.0044  0.267
H14 2.9310 0.0577 3.0941  0.281
O8 -1.2757 -4.0114 -1.0359  -0.604
H15 -1.1125 -4.1039 -0.0905  0.308
H16 -1.1370 -3.0731 -1.2072  0.290
O9 -3.5439 -0.4580 -0.9178  -0.580
H17 -3.9155 0.1761 -0.2942  0.294
H18 -4.0748 -0.3426 -1.7139  0.305
O10 -1.6502 -1.3332 -3.8403  -0.622
H19 -1.1473 -0.9581 -3.1086  0.307
H20 -2.0778 -0.5706 -4.2462  0.310
O11 2.8321 2.4428 -2.0811  -0.604
H21 2.1051 3.0702 -1.9990  0.343
H22 2.4663 1.6152 -1.7492  0.290



Record 2
Formula: H22O11
Source: the OMol25 dataset
Level of theory: ωB97M-V/def2-TZVPD

Output
SMILES = O.O.O.O.O.O.O.O.O.O.O
LUMO energy = 0.0 eV
DFT total energy = -840.75461 Ha
energy relative to the best compared isomer or geometry (same formula, charge and spin) = 3.416 eV
net charge = 0
highest occupied orbital energy = -10.5 eV

Last column: Mulliken charge in e.
Positions of all 33 atoms, in Å:
O1 -0.6624 -0.0777 -0.2560  -0.559
H1 0.2016 0.2946 -0.4654  0.284
H2 -0.4676 -0.9788 0.0253  0.257
O2 -1.3403 1.7620 -2.6639  -0.620
H3 -2.2243 2.1159 -2.8135  0.284
H4 -1.3203 1.5726 -1.7191  0.336
O3 1.5930 -4.6421 -0.6734  -0.626
H5 1.3234 -4.0895 0.0688  0.310
H6 1.0226 -5.4164 -0.6086  0.312
O4 2.5498 -0.1373 -1.8302  -0.598
H7 3.3833 0.2451 -1.5333  0.287
H8 2.0355 0.6223 -2.1260  0.318
O5 -4.3455 -0.4119 -0.4577  -0.635
H9 -5.2388 -0.7637 -0.3730  0.295
H10 -4.1422 -0.5112 -1.3947  0.333
O6 2.6360 3.0506 0.4184  -0.610
H11 2.4761 3.8443 0.9412  0.295
H12 2.8713 2.3826 1.0722  0.306
O7 0.1171 4.6257 -0.2048  -0.596
H13 0.7144 5.2780 -0.5877  0.314
H14 0.6419 4.2032 0.4845  0.294
O8 4.3138 -1.3586 -0.1081  -0.577
H15 4.8332 -0.5608 0.0430  0.289
H16 4.6482 -1.9833 0.5453  0.282
O9 -2.7892 1.1545 2.5297  -0.605
H17 -2.7312 0.2231 2.7707  0.303
H18 -3.7259 1.3626 2.6214  0.298
O10 -3.3612 -2.6384 -0.5069  -0.573
H19 -2.9201 -3.0150 -1.2767  0.315
H20 -4.2304 -2.3834 -0.8361  0.273
O11 1.1705 -1.3461 2.6483  -0.555
H21 1.2871 -1.8759 3.4450  0.290
H22 1.6808 -0.5469 2.8214  0.281



Record 3
Formula: H22O11
Source: the OMol25 dataset
Level of theory: ωB97M-V/def2-TZVPD

Output
SMILES = O.O.O.O.O.O.O.O.O.O.O
LUMO energy = -0.4 eV
DFT total energy = -840.74102 Ha
energy relative to the best compared isomer or geometry (same formula, charge and spin) = 3.786 eV
net charge = 0
highest occupied orbital energy = -10.9 eV

Last column: Mulliken charge in e.
Positions of all 33 atoms, in Å:
O1 0.6324 0.1495 0.9796  -0.575
H1 0.5886 -0.0261 1.9263  0.336
H2 -0.1728 -0.2483 0.6298  0.178
O2 3.8986 0.8884 -1.7405  -0.596
H3 3.0399 1.0408 -1.3300  0.369
H4 4.4936 0.7496 -0.9951  0.303
O3 1.4051 3.5352 -1.7292  -0.649
H5 0.8895 3.3280 -0.9416  0.322
H6 1.9978 2.7815 -1.8264  0.356
O4 -0.2420 -2.4889 0.0651  -0.477
H7 -0.6332 -3.3018 -0.2742  0.276
H8 0.5323 -2.7880 0.5550  0.272
O5 -4.4051 -0.2487 0.0437  -0.628
H9 -3.6005 -0.0830 -0.4605  0.388
H10 -4.2097 -1.0515 0.5400  0.266
O6 4.1711 -2.5125 2.1696  -0.630
H11 3.4929 -2.4918 1.4851  0.312
H12 3.7765 -2.0308 2.9053  0.318
O7 -0.7863 3.8069 2.7951  -0.615
H13 -1.5253 4.2538 3.2232  0.306
H14 -0.0071 4.1815 3.2211  0.316
O8 0.4276 -2.1975 -2.2015  -0.636
H15 -0.4627 -1.8296 -2.2342  0.300
H16 0.8330 -1.7632 -1.4426  0.337
O9 -3.7046 -0.3128 -2.1214  -0.646
H17 -3.2855 -0.2331 -2.9857  0.304
H18 -4.0462 0.5709 -1.9441  0.326
O10 -1.6508 -1.1894 2.2738  -0.563
H19 -1.6953 -0.9873 1.3324  0.239
H20 -2.5173 -1.5601 2.4753  0.306
O11 1.2812 0.6032 -1.6064  -0.603
H21 0.4517 0.1482 -1.7903  0.218
H22 1.0325 1.3071 -0.9968  0.269



Record 4
Formula: H22O11
Source: the OMol25 dataset
Level of theory: ωB97M-V/def2-TZVPD

Output
SMILES = O.O.O.O.O.O.O.O.O.O.O
LUMO energy = -0.7 eV
DFT total energy = -840.68868 Ha
energy relative to the best compared isomer or geometry (same formula, charge and spin) = 5.210 eV
net charge = 0
highest occupied orbital energy = -9.1 eV

Last column: Mulliken charge in e.
Positions of all 33 atoms, in Å:
O1 1.2634 0.3282 -0.9426  -0.649
H1 1.3480 -0.3422 -0.2553  0.269
H2 0.5680 0.9110 -0.6174  0.329
O2 3.6083 0.1399 -0.0237  -0.527
H3 2.7475 0.2142 0.4035  0.253
H4 4.1288 0.8475 0.3730  0.285
O3 -3.1808 -0.4223 -2.7132  -0.607
H5 -3.5359 -0.5299 -1.8237  0.314
H6 -3.1746 0.5319 -2.8494  0.302
O4 -0.8871 3.2417 -3.6870  -0.601
H7 -1.1699 3.9821 -4.2354  0.317
H8 -1.2767 2.4708 -4.1148  0.287
O5 -1.2239 -0.6580 -3.3716  -0.592
H9 -0.9392 -0.5654 -2.4554  0.327
H10 -1.0212 0.1970 -3.7677  0.264
O6 -1.4627 -1.3599 2.6485  -0.551
H11 -0.5561 -1.6870 2.6529  0.305
H12 -1.7049 -1.3527 1.7156  0.190
O7 2.2873 2.4255 -0.6506  -0.537
H13 1.9167 2.8931 0.1063  0.301
H14 2.9510 3.0316 -0.9987  0.264
O8 3.6863 -0.9184 3.6787  -0.617
H15 3.7161 0.0068 3.4101  0.307
H16 2.9595 -0.9558 4.3107  0.310
O9 -0.7505 1.8225 3.4482  -0.628
H17 -0.0115 1.3878 3.8886  0.299
H18 -1.5136 1.2823 3.6823  0.322
O10 -3.4044 -0.5473 0.8092  -0.587
H19 -3.2209 -1.4875 0.9154  0.326
H20 -2.6021 -0.1149 1.1230  0.323
O11 0.0770 -5.2811 -0.3725  -0.623
H21 0.6725 -5.0590 0.3521  0.315
H22 -0.2944 -4.4326 -0.6393  0.308



Question: DFT total energy of number 3 (H22O11)?
Answer: -840.74102 Ha



Question: The lowest DFT total energy belongs to which entry?
Answer: number 2



Question: LUMO energy of number 4 (H22O11)?
Answer: -0.7 eV